Record 1
# C3H10S3

2 unconnected molecules or ions with the total composition C3H10S3 at a distorted geometry (ωB97M-V/def2-TZVPD, the OMol25 dataset).

## Properties
SMILES: CCS.CSS
HOMO-LUMO gap in eV: 8.638

Positions of all 16 atoms, in Å:
C (-1.01, -1.59, -0.97)
C (0.46, -1.64, -0.65)
S (1.33, -0.61, -1.90)
H (-1.33, -2.03, -1.90)
H (-1.37, -0.57, -0.89)
H (-1.47, -2.11, -0.10)
H (0.81, -1.31, 0.31)
H (0.78, -2.69, -0.71)
H (2.58, -0.93, -1.54)
C (-0.20, 1.09, 1.80)
S (-0.62, 2.80, 1.63)
S (0.29, 3.09, -0.18)
H (-0.95, 0.54, 1.23)
H (-0.38, 0.64, 2.77)
H (0.76, 0.88, 1.33)
H (0.32, 4.44, -0.21)

---

Record 2
# C4H10N2O

C4H10N2O in the gas phase at a distorted geometry (ωB97M-V/def2-TZVPD, the OMol25 dataset).

## Properties
SMILES: CCNC(=O)CN
HOMO-LUMO gap in eV: 10.285

Positions of all 17 atoms, in Å:
C (0.46, -2.22, 1.72)
C (1.09, -0.97, 1.02)
N (0.23, -0.47, -0.04)
C (0.03, 0.87, -0.20)
O (0.35, 1.75, 0.55)
C (-0.79, 1.18, -1.46)
N (-0.92, 2.61, -1.73)
H (-0.59, -1.98, 1.88)
H (0.53, -3.05, 1.03)
H (0.98, -2.40, 2.65)
H (2.01, -1.26, 0.51)
H (1.17, -0.23, 1.81)
H (0.26, -0.98, -0.89)
H (-0.20, 0.80, -2.31)
H (-1.70, 0.58, -1.40)
H (-1.13, 3.10, -0.87)
H (-1.79, 2.69, -2.26)

---

Record 3
# C33H27N5O4RuSSe

A molecular structure, C33H27N5O4RuSSe at a distorted geometry (ωB97M-V/def2-TZVPD, the OMol25 dataset).

## Properties
<S²>: 0.955
Multiplicity: 2
HOMO-LUMO gap (alpha / beta) in eV: 5.605 / 4.808
Charge: +1

Positions of all 72 atoms, in Å:
Ru (-0.04, -0.63, -0.11)
N (-1.23, 2.17, -3.25)
C (-0.10, 1.87, -3.96)
C (0.31, 2.14, -5.26)
C (1.52, 1.63, -5.66)
C (2.33, 0.88, -4.80)
C (1.94, 0.62, -3.50)
C (0.70, 1.10, -3.09)
N (0.04, 0.95, -1.90)
C (-1.11, 1.59, -2.03)
C (-2.13, 1.56, -1.00)
C (-3.10, 2.49, -0.72)
S (-4.07, 1.99, 0.59)
C (-3.13, 0.54, 0.68)
N (-2.18, 0.47, -0.19)
H (-2.02, 2.69, -3.59)
H (-0.31, 2.73, -5.93)
H (1.87, 1.81, -6.67)
H (3.28, 0.51, -5.15)
H (2.57, 0.06, -2.82)
H (-3.26, 3.45, -1.19)
H (-3.35, -0.23, 1.40)
O (-0.17, 0.79, 1.78)
C (-0.42, 0.43, 2.93)
C (-0.07, -0.81, 3.56)
C (-0.23, -0.94, 4.94)
C (0.20, -2.07, 5.59)
C (0.83, -3.12, 4.90)
C (0.94, -3.05, 3.54)
C (0.48, -1.91, 2.82)
O (0.59, -1.92, 1.55)
N (0.04, -2.17, 7.02)
O (0.45, -3.17, 7.56)
O (-0.51, -1.25, 7.58)
H (-0.95, 1.14, 3.59)
H (-0.67, -0.14, 5.52)
H (1.20, -3.97, 5.45)
H (1.40, -3.84, 2.96)
C (6.87, -5.30, -0.35)
C (5.86, -4.21, -0.20)
C (6.23, -2.89, 0.03)
C (5.31, -1.88, 0.14)
C (5.77, -0.48, 0.41)
C (3.92, -2.17, -0.01)
Se (2.73, -0.70, -0.08)
C (3.52, -3.52, -0.18)
C (2.10, -3.96, -0.26)
C (4.50, -4.50, -0.29)
H (7.88, -4.92, -0.24)
H (6.78, -5.77, -1.32)
H (6.70, -6.07, 0.40)
H (7.28, -2.66, 0.13)
H (6.85, -0.46, 0.54)
H (5.30, -0.09, 1.31)
H (5.50, 0.18, -0.41)
H (1.39, -3.15, -0.08)
H (1.93, -4.73, 0.50)
H (1.89, -4.41, -1.23)
H (4.18, -5.52, -0.44)
N (-0.80, -2.03, -1.66)
C (-0.18, -2.45, -2.55)
C (0.65, -2.95, -3.56)
C (0.13, -3.61, -4.68)
C (1.01, -4.11, -5.63)
C (2.38, -3.96, -5.47)
C (2.89, -3.30, -4.36)
C (2.03, -2.79, -3.41)
H (-0.93, -3.75, -4.78)
H (0.62, -4.62, -6.49)
H (3.05, -4.35, -6.21)
H (3.96, -3.19, -4.23)
H (2.41, -2.28, -2.54)

---

Taking the records one at a time from the top gives energy relative to the best compared isomer or geometry (same formula, charge and spin) values of 16.2 24.1 88.9 kcal per mole.
Taking the records one at a time from the top gives E values of -1314.82227 -343.16306 -4742.63923 Eh.